# 1
Computed, not measured: a 8-piece molecular cluster, C42H79BClO15 overall in a non-equilibrium geometry, with ωB97M-V/def2-TZVPD.

Each line ends with the Mulliken charge.
Atoms and positions in Å:
H: 6.37 3.60 5.49  0.323
C: -0.54 -3.07 0.37  -0.348
C: 0.83 -2.00 2.21  -0.066
H: -1.70 12.99 -2.04  0.354
C: -7.41 -4.38 -3.13  -0.905
C: 1.22 -1.87 -7.05  -1.002
O: -0.83 -8.09 2.99  -0.371
H: 1.78 -1.91 2.80  0.157
C: 0.48 5.65 -3.03  -0.385
C: -8.01 0.93 2.22  -1.127
C: -0.08 2.95 -2.11  -0.761
C: 5.25 0.18 7.07  -1.016
H: 1.89 -2.67 -1.20  0.120
H: -0.43 1.98 -2.44  0.257
H: 1.55 -2.89 -7.25  0.299
H: 1.91 -9.14 4.47  0.294
H: 1.76 -4.81 0.41  -0.120
H: -6.79 -0.11 -2.36  0.320
H: 5.50 0.10 8.13  0.268
H: 5.86 -1.12 -0.25  0.137
C: 1.16 3.29 -2.89  0.579
O: 1.95 2.44 -3.20  -0.458
H: 3.36 -1.52 1.18  -0.623
H: -8.54 -0.15 0.45  0.236
H: -5.04 -2.20 3.02  0.339
O: 4.17 -1.36 -3.93  -0.560
H: 2.29 0.56 -5.75  0.362
C: -1.59 -1.30 1.78  -0.240
H: 6.42 -0.80 3.54  0.205
H: -1.67 11.71 -0.80  0.303
C: 1.05 -1.65 -5.56  -0.292
H: 0.28 -1.69 -7.57  0.367
O: 7.23 -0.47 5.96  -0.574
H: -0.93 -8.53 0.36  0.332
B: 3.60 -1.70 0.01  0.938
C: -0.34 -1.21 2.53  -0.629
H: 4.48 0.93 6.93  0.341
C: 1.37 -9.05 3.52  -0.845
H: 5.68 2.60 8.30  0.274
C: -7.88 -0.27 1.30  -0.232
C: -1.20 11.02 -2.78  -0.432
H: -3.03 11.82 -1.91  0.271
C: -8.45 -1.42 -2.34  0.728
O: -4.48 -1.12 0.79  -0.447
H: -0.28 -0.49 3.38  0.260
H: 3.88 0.03 -6.38  0.329
C: 4.00 0.97 -0.23  -0.525
H: 0.61 -6.73 2.32  0.392
H: 1.84 -8.22 2.99  0.292
H: 5.38 -2.66 -1.06  0.189
C: -0.28 -7.25 1.97  -0.308
H: -1.43 11.24 -3.83  0.349
H: 1.98 -1.20 -7.46  0.272
H: 6.77 -3.31 0.89  0.394
O: -8.95 -2.51 -2.96  -0.360
H: 0.80 6.44 -3.71  0.276
H: -6.66 -3.93 -2.47  0.228
H: -8.06 -4.98 -2.51  0.294
H: 2.94 0.65 1.74  0.007
C: 3.80 1.23 1.32  -0.680
H: -7.75 1.84 1.69  0.309
H: -6.52 -1.63 -1.47  0.134
C: -2.52 8.96 -2.93  0.872
H: -0.13 11.17 -2.66  0.331
H: -6.47 -1.58 -3.25  0.355
O: 6.86 1.70 6.00  -0.355
H: -4.42 9.92 -2.80  0.277
O: 2.25 -1.96 -4.85  -0.385
H: -6.89 -5.03 -3.84  0.350
H: -1.03 -6.49 1.76  0.254
C: 6.50 0.43 6.28  0.816
C: 6.00 2.83 6.17  -0.362
H: -2.46 -0.68 2.06  0.195
O: -0.61 -9.40 4.76  -0.584
H: 0.18 5.42 -0.90  0.252
H: -9.04 1.02 2.58  0.377
H: 4.98 2.60 5.84  0.321
H: -4.11 9.06 -4.32  0.319
C: 5.64 -2.26 2.48  0.061
H: -7.35 0.85 3.08  0.292
H: 0.17 2.90 -1.05  0.180
H: -0.90 3.65 -2.26  0.367
C: 3.23 -0.30 -0.77  0.643
H: -8.16 -1.21 1.79  0.353
H: 0.35 -7.38 -0.09  0.371
H: 4.82 -0.77 6.73  0.298
H: -2.67 -2.31 0.11  0.393
H: 1.49 -9.97 2.95  0.231
C: 3.26 -1.08 -4.67  0.966
C: -5.63 -1.30 2.84  -1.114
C: -1.72 -2.25 0.68  -0.363
C: 2.69 -3.00 -0.48  -0.931
H: -0.20 7.03 -1.52  0.188
C: -3.67 9.70 -3.56  -1.180
O: 1.43 4.59 -3.19  -0.384
H: 6.09 -2.99 3.23  0.445
C: 3.28 0.19 -5.48  -1.141
C: 6.04 3.35 7.59  -0.963
O: -2.57 7.77 -2.75  -0.516
H: 0.70 -0.65 -5.31  0.223
C: 0.48 6.18 -1.61  -0.789
C: -8.21 -3.32 -3.87  -0.389
H: -7.59 -2.71 -4.53  0.369
H: 5.11 0.92 -0.41  0.282
H: 3.59 1.87 -0.77  0.200
Cl: 1.42 0.06 -0.47  -0.214
H: -6.65 -1.53 3.16  0.404
O: 6.38 -1.04 2.60  -0.545
H: 4.72 0.90 1.87  0.135
O: -6.55 -0.36 0.76  -0.306
C: -0.09 -8.84 3.82  0.722
O: -1.46 9.65 -2.48  -0.347
C: 0.71 -2.95 1.09  0.474
H: 1.49 6.50 -1.33  0.321
C: -1.94 11.94 -1.83  -0.960
H: 3.40 -3.71 -1.00  0.231
H: -3.38 10.62 -4.06  0.353
C: -6.96 -1.19 -2.36  -0.853
C: 5.23 -2.04 -0.13  -0.564
H: 5.06 -3.84 1.10  0.105
C: 5.74 -2.93 1.07  -0.750
C: -0.02 -8.04 0.70  -1.048
H: 3.74 0.98 -4.88  0.244
H: -5.24 -0.49 3.44  0.270
H: -0.51 5.34 -3.36  0.357
C: -5.51 -0.95 1.38  0.693
H: 2.70 -3.72 1.62  0.260
H: 5.42 4.24 7.69  0.352
H: 0.30 -2.35 -5.18  0.364
H: -0.63 -3.80 -0.47  0.345
H: 3.35 -0.34 -1.90  -0.635
H: 4.57 -2.12 2.81  -0.067
H: 3.69 2.33 1.53  0.333
H: -8.95 -3.81 -4.51  0.293
O: -9.18 -0.70 -1.71  -0.603
C: 2.00 -3.77 0.76  -0.285
H: 0.72 -8.83 0.86  0.273
H: 7.06 3.59 7.87  0.294

Total charge: -1
Frontier orbital gap in Eh: 0.229
LUMO level in eV: 1.6
HOMO level in hartree: -0.170

***

# 2
Computed, not measured: a 7-piece molecular cluster, C42H80BF4N10O2 overall in a non-equilibrium geometry, with ωB97M-V/def2-TZVPD.

Each line ends with the Mulliken charge.
Atoms and positions in Å:
H: 6.99 3.97 -4.29  0.350
H: 5.76 -7.11 -2.21  0.344
H: 0.46 1.67 -1.75  -0.843
H: -4.16 4.47 -3.64  0.401
H: 0.82 3.23 -2.45  0.709
C: -1.68 2.49 4.02  -0.629
H: 3.24 -3.05 1.81  0.737
H: 2.34 -4.46 -0.15  0.806
H: -1.30 0.00 -4.28  0.597
C: -1.28 0.54 -3.33  -1.145
H: -0.92 2.07 3.36  -0.120
H: -2.31 0.75 -3.07  0.258
H: -1.81 5.95 -3.06  0.433
C: -3.19 -2.19 1.20  -0.757
C: -3.50 -3.50 -0.96  -0.214
C: -2.05 3.93 -3.56  1.286
N: 4.14 1.36 -2.27  0.321
C: 1.63 -3.56 6.74  -1.101
C: 3.74 -4.61 -3.07  -0.387
C: 1.88 -2.99 -2.61  -0.325
H: 5.37 3.33 -5.92  0.367
H: -1.62 1.99 4.99  0.617
H: -1.30 2.38 -0.48  -0.594
H: 0.61 -2.92 -0.85  -0.161
C: 0.61 -3.33 5.66  -0.502
F: -0.35 -1.46 0.95  -0.432
H: -1.66 -7.13 0.66  0.422
H: 4.26 0.65 -0.26  0.406
H: 5.71 0.82 -5.06  0.514
C: 0.93 1.27 -4.43  -1.461
C: 0.54 -3.17 -1.90  -0.843
H: 6.05 5.46 -4.83  0.411
H: -3.43 5.31 2.86  0.266
C: 1.50 -1.66 4.12  0.017
H: 1.67 2.05 -4.58  0.361
C: -2.29 3.50 -2.08  -1.643
N: -3.19 -3.37 0.37  0.252
H: -0.85 -0.15 -2.61  -0.164
C: 6.03 4.48 -4.35  -1.240
C: -3.40 2.47 2.11  -1.212
H: -3.73 -7.57 -1.03  0.355
C: -0.34 1.74 -3.59  1.231
F: 0.53 -0.35 -0.84  -0.477
C: -2.30 4.64 5.20  -1.283
H: 2.43 -0.47 1.28  0.009
H: -3.33 4.64 -5.13  0.402
C: 4.95 3.62 -4.96  -0.332
C: 5.12 1.19 -4.23  -0.714
H: -3.94 6.49 3.96  0.422
H: 0.24 -4.27 5.24  0.251
C: 1.90 -3.73 3.52  -0.806
H: -4.54 0.47 3.67  0.430
N: 4.53 -5.44 -2.29  0.167
N: -2.51 -5.39 -0.28  0.281
N: 2.27 -1.65 3.06  0.262
H: -2.76 0.02 3.60  0.259
C: 3.97 -5.53 -1.05  -0.672
F: -0.07 0.76 1.02  -0.342
H: 4.09 4.29 -4.91  0.231
H: 4.38 -6.19 -0.30  0.460
C: 2.96 -4.67 -1.01  -0.554
H: 1.31 -0.76 4.67  0.490
H: 1.07 -4.11 7.50  0.391
C: 2.79 -0.48 2.31  -0.817
H: -1.17 5.63 -4.66  0.469
H: -1.58 4.32 3.16  0.234
H: -2.90 4.28 -1.63  0.770
H: -4.02 -2.38 1.89  0.575
H: 2.34 -2.03 -2.37  0.045
H: -3.03 -5.03 -2.34  0.437
C: -3.18 2.19 3.58  1.326
H: -2.31 -7.63 -2.21  0.390
H: -0.27 -2.65 -2.42  0.556
C: -3.41 3.98 -4.27  -1.528
C: -4.15 5.45 3.67  -1.354
N: -1.18 2.83 -4.26  0.974
C: -3.13 -4.72 -1.31  -0.624
H: 0.62 1.00 -5.44  0.565
C: -3.52 0.71 3.96  -1.642
H: 6.61 -5.75 -2.76  0.340
B: -0.40 -0.28 0.20  0.595
H: -3.87 -2.69 -1.56  0.538
H: -5.18 5.39 3.34  0.416
H: -2.26 4.06 6.13  0.478
H: -0.29 5.22 -3.16  0.278
C: -1.85 -6.69 -0.31  -0.172
H: 3.84 -0.23 2.46  0.457
C: 4.19 2.59 -2.81  -0.361
H: -2.51 -8.74 -1.04  0.394
H: -0.67 3.90 -0.88  0.465
N: 2.76 -4.09 -2.24  0.382
H: 0.19 -4.21 -1.83  0.448
H: 2.79 0.28 -1.36  0.057
H: 3.95 -4.21 -4.06  0.437
C: 5.62 -6.20 -2.79  -0.830
C: -1.26 5.22 -3.65  -1.593
H: 1.38 0.38 -4.00  0.160
C: 2.56 -2.92 2.63  -0.549
C: -1.36 3.97 4.17  -0.763
C: -3.78 4.51 4.85  0.932
N: 4.66 2.47 -4.09  0.337
H: -2.26 -2.06 1.74  -0.003
H: 2.88 1.81 -0.59  0.311
H: -0.87 -6.48 -0.74  0.148
H: -5.72 4.88 5.79  0.425
H: -3.75 3.00 -4.59  0.402
H: -0.25 -2.74 5.98  0.429
C: -2.66 -7.67 -1.17  -1.328
C: 3.51 1.00 -0.96  -0.679
C: 4.79 0.47 -3.10  -0.283
O: -1.09 2.79 -5.56  -0.341
H: -0.35 4.23 4.48  0.494
H: -3.48 -1.32 0.62  0.218
H: 5.04 -0.54 -2.82  0.572
H: -2.15 5.68 5.49  0.512
H: 2.33 0.44 2.67  0.321
H: -4.42 5.69 6.63  0.409
H: -2.11 -4.61 1.77  0.476
C: 0.02 2.50 -2.30  0.386
H: -2.96 2.64 -2.06  0.394
C: -2.62 -4.55 0.83  -0.407
H: 1.64 -4.78 3.65  0.489
H: 5.47 -6.47 -3.84  0.366
H: -4.58 3.98 6.81  0.449
C: -4.68 4.79 6.08  -1.637
H: -2.89 1.70 1.53  0.049
H: 1.95 -2.69 7.30  0.334
H: 1.65 -3.10 -3.67  0.426
H: 2.54 -4.00 6.34  0.347
H: 3.80 3.45 -2.29  0.392
N: -4.05 3.08 4.49  0.931
H: -2.97 3.44 1.85  0.201
H: -4.46 2.49 1.86  0.541
H: 5.74 4.80 -3.35  0.365
F: -1.63 -0.09 -0.37  -0.312
C: -1.10 3.01 -1.35  -0.209
H: -3.47 0.66 5.05  0.530
N: 1.23 -2.91 4.44  0.170
O: -5.32 2.77 4.52  -0.267

Total charge: +5
Frontier orbital gap in Eh: 0.275
LUMO level in eV: -12.6
HOMO level in hartree: -0.739